Entry 1:
12
Properties=species:S:1:pos:R:3:mulliken_charge:R:1 method="wB97M-V/def2-TZVPD" charge=0 relative_energy_kcal_mol=94.8 homo_lumo_gap_ev=9.69
C -1.80 0.12 0.25 -1.0754
C -0.34 -0.23 0.49 -0.1112
O 0.49 0.73 0.07 -0.2169
C 1.80 0.42 0.10 -0.5233
H -1.91 0.60 -0.72 0.2827
H -2.40 -0.80 0.27 0.3318
H -2.23 0.80 1.01 0.2812
H 0.56 -1.39 -0.34 0.1235
H -0.08 -0.68 1.45 0.3396
H 1.52 -1.02 -0.48 0.0860
H 2.36 1.25 -0.36 0.2129
H 2.18 0.11 1.08 0.2690

---

Entry 2:
9
Properties=species:S:1:pos:R:3:mulliken_spin:R:1 method="wB97M-V/def2-TZVPD" charge=0 relative_energy_kcal_mol=28.4 homo_lumo_gap_ev="4.71 / 7.77" spin_multiplicity=5
F 0.85 0.40 -1.69 0.2310
O -0.03 0.35 1.46 0.1383
O 1.62 -1.26 1.46 0.0887
C -0.80 0.37 0.21 0.6016
C -0.04 -0.69 -0.37 0.4477
C 0.68 -0.73 0.96 0.0380
H -1.88 0.54 0.24 0.0007
H -0.38 -1.57 -0.92 -0.0007
Rh -0.03 2.57 -1.34 2.4546